Entry 1:
ORCA calculation (wB97M-V/def2-TZVPD) on a structure of composition C21H39CdNP2 in a non-equilibrium geometry.

XYZ file:
```
64
Properties=species:S:1:pos:R:3:forces:R:3
P -0.0122 -1.3527 -6.3838 -0.5 0.2 -0.4
P 0.1836 1.6750 -6.2344 0.1 0.2 -0.6
C -0.2671 -0.4664 -7.9933 -0.1 -0.4 0.0
C 0.3342 0.9394 -7.9441 0.1 0.2 0.2
H -1.3496 -0.4329 -8.1769 0.2 0.1 0.0
H 0.2013 -1.0819 -8.7739 -0.3 0.2 -0.1
H 1.4050 0.9299 -8.1941 -0.2 -0.1 0.0
H -0.1737 1.6253 -8.6372 0.3 -0.2 0.0
C -1.4864 2.4176 -6.4919 0.1 0.1 0.1
H -1.6779 3.1487 -5.6966 -0.1 -0.2 -0.2
H -2.2661 1.6453 -6.4749 0.1 0.2 0.0
H -1.4748 2.9207 -7.4689 -0.2 0.0 0.3
C 1.1920 3.1716 -6.5037 -0.1 0.2 -0.2
H 0.8275 3.6896 -7.4005 0.3 0.1 0.2
H 2.2412 2.8802 -6.6325 -0.2 0.2 0.0
H 1.0978 3.8218 -5.6260 0.1 0.0 -0.2
C -1.0379 -2.8275 -6.6328 0.1 -0.3 -0.5
H -0.9023 -3.4949 -5.7744 -0.1 0.0 -0.2
H -0.7169 -3.3201 -7.5600 -0.3 -0.2 0.1
H -2.0901 -2.5275 -6.7012 0.2 -0.2 0.0
C 1.6445 -2.0330 -6.7862 -0.1 -0.1 0.1
H 2.4050 -1.2419 -6.7727 -0.1 -0.2 0.0
H 1.5688 -2.4701 -7.7918 0.3 0.0 0.2
H 1.9053 -2.8066 -6.0545 0.1 0.1 -0.2
Cd 0.3885 -0.5856 1.9915 -0.8 0.7 0.5
C 0.4937 1.5140 -2.1885 -0.2 0.1 0.4
C -0.8311 1.4709 -2.3579 0.1 0.3 0.6
C -1.6046 0.7569 -3.4131 -0.4 -0.2 -0.7
C -1.9976 -0.6995 -3.0956 -0.2 0.2 -0.1
C -0.9076 -1.6605 -2.7170 0.1 -0.5 0.0
C 0.4109 -1.5616 -2.9127 0.1 -0.2 0.6
C 1.1454 -0.5047 -3.6646 -0.2 1.0 -0.8
C 1.5635 0.7880 -2.9383 0.6 -0.6 -0.2
C 0.3956 -2.6788 2.3739 0.2 -0.2 -0.3
H 0.8970 2.1265 -1.3757 -0.4 -0.1 -0.1
H -1.4692 2.0239 -1.6548 0.5 -0.1 -0.1
H -1.0819 0.8123 -4.3778 -0.2 -0.2 0.5
H -2.5474 1.3105 -3.5599 0.2 -0.2 0.0
H -2.7321 -0.6741 -2.2702 0.2 -0.1 -0.2
H -2.5293 -1.1177 -3.9697 0.0 0.2 0.3
H -1.3044 -2.5892 -2.2771 0.4 0.4 0.1
H 1.0701 -2.3336 -2.4943 -0.5 0.0 -0.1
H 0.5153 -0.1843 -4.5264 0.9 -0.4 1.0
H 2.0569 -0.9661 -4.0915 -0.3 0.3 0.1
H 2.3944 0.5459 -2.2545 -0.2 0.2 0.0
H 2.0091 1.4501 -3.7054 -0.1 -0.1 0.3
H 1.1000 -2.9613 3.1715 -0.2 0.2 -0.4
H 0.6404 -3.2283 1.4508 -0.1 0.1 0.4
H -0.6213 -2.9542 2.7008 0.4 0.2 -0.2
C -2.7360 1.0797 1.9880 -0.5 -0.3 0.0
C -1.5765 1.7951 2.5549 0.6 1.0 1.4
C -1.5905 2.9300 3.3896 -0.1 -1.1 -0.9
C -0.2467 3.3208 3.5683 0.9 -0.6 -0.7
C 0.5476 2.4157 2.8388 -1.5 0.5 1.2
C 2.0041 2.4633 2.6110 0.5 0.0 0.2
N -0.2662 1.4399 2.3039 0.3 0.1 -0.8
H -2.4670 0.5805 1.0467 -0.1 0.0 0.2
H -3.5251 1.8147 1.7732 0.1 -0.3 0.0
H -3.1580 0.3402 2.6872 0.0 0.0 -0.3
H -2.4900 3.3937 3.7804 0.2 0.0 -0.1
H 0.1395 4.1640 4.1343 -0.1 -0.1 -0.2
H 2.3024 3.5121 2.4748 0.1 -0.3 0.0
H 2.5732 2.0654 3.4643 0.0 0.0 -0.3
H 2.2683 1.9061 1.7032 0.1 0.1 0.1
```
Forces are in eV/Å.

As for the spin multiplicity: 1. Its charge is 0. The HOMO-LUMO gap comes out at 6.8804 eV. The LUMO energy comes out at 0.0045 hartree.

Entry 2:
ORCA calculation (wB97M-V/def2-TZVPD) on a structure of composition C21H39Cl9O10 in a non-equilibrium geometry.

XYZ file:
```
79
Properties=species:S:1:pos:R:3:forces:R:3
C -4.3916 -1.2144 3.3453 0.3 0.2 -1.3
Cl -3.1776 -0.6908 2.0969 -0.4 -0.4 0.4
Cl -6.0121 -1.1710 2.5823 0.6 -0.2 0.5
Cl -4.2614 -0.1402 4.6927 -0.2 0.2 0.6
H -4.1284 -2.2265 3.6526 -0.2 0.2 -0.2
C -2.8508 0.9799 -2.7458 0.5 -0.4 -1.3
Cl -3.3201 1.1788 -1.1373 -0.2 0.7 2.2
Cl -2.6573 2.5200 -3.6120 0.0 -0.2 -0.1
Cl -4.0868 -0.0245 -3.4922 0.0 -0.2 -0.7
H -1.8923 0.4610 -2.7481 -0.2 0.0 -0.3
C 5.5541 -0.4883 -0.9570 -1.0 -0.4 -0.9
Cl 5.3179 -2.1326 -0.2967 0.1 0.6 -0.3
Cl 6.3462 0.5469 0.1788 -0.2 0.4 0.3
Cl 3.9246 0.1509 -1.5870 1.3 -0.3 0.7
H 6.1846 -0.5319 -1.8451 -0.3 -0.2 0.2
C -0.2323 1.5198 3.4031 -0.3 -0.2 0.3
O 0.6266 1.2181 4.5441 -0.4 0.6 0.5
C 1.0910 -0.0267 4.6679 -0.4 -1.9 -4.3
O 0.8066 -0.9368 3.8481 0.5 1.9 2.6
O 2.0393 -0.0795 5.5736 0.3 0.2 1.4
C 2.8243 -1.2783 5.7440 -0.3 -0.7 -0.9
H 0.3822 1.6116 2.5075 -0.2 -0.6 0.0
H -0.7512 2.4762 3.4678 0.7 0.3 0.9
H -1.0844 0.8403 3.3906 0.5 -0.6 -0.5
H 3.4889 -1.3834 4.8864 0.1 0.1 0.0
H 2.2132 -2.1809 5.7528 -0.3 0.2 0.0
H 3.4114 -1.2771 6.6624 -0.3 0.7 0.0
C 1.3652 3.8896 -3.6403 1.8 -0.3 0.2
O 0.1251 4.4467 -3.8746 -2.5 1.1 -1.6
C -0.3333 4.5308 -5.1390 0.5 -2.5 -3.5
O 0.0600 3.8245 -6.1099 -0.9 2.5 3.2
O -1.3473 5.4031 -5.2203 0.4 0.1 1.8
C -1.9775 5.7718 -6.4361 0.4 -0.8 -1.1
H 1.2746 3.1716 -2.8252 0.1 0.2 0.1
H 1.9897 4.7475 -3.3907 0.4 -0.3 0.5
H 1.8475 3.3966 -4.4843 -0.5 0.0 -0.2
H -2.9037 6.3177 -6.2563 0.3 0.0 0.6
H -2.2293 4.8865 -7.0200 0.1 -0.1 0.0
H -1.2870 6.3734 -7.0272 -0.1 0.1 0.0
C -1.5079 4.5071 -1.0898 -0.5 0.9 0.3
C -1.6784 4.2457 0.3792 -1.0 0.9 0.0
O -0.9371 3.5018 0.9524 0.5 -0.7 0.9
C -2.8630 4.9776 1.1095 0.4 -0.8 -0.4
H -2.4548 4.2501 -1.5646 0.2 -0.3 -0.3
H -0.6074 4.0756 -1.5270 -0.5 -0.4 0.2
H -1.4435 5.5832 -1.2507 0.1 0.2 0.1
H -2.7314 5.0277 2.1903 0.6 0.4 -0.1
H -3.7828 4.3944 1.0664 0.0 -0.3 -0.6
H -3.0922 5.9300 0.6314 0.2 0.1 0.3
C 3.6835 -6.6357 -0.6396 -0.4 2.2 -0.2
C 3.0837 -5.4204 -1.4166 -1.0 -0.3 -1.1
O 3.1172 -5.3284 -2.6484 0.2 0.0 2.6
C 2.2460 -4.4727 -0.4969 0.3 -1.0 -0.9
H 3.7925 -6.2524 0.3749 0.5 -0.2 0.1
H 4.6379 -6.8945 -1.0982 -0.3 -0.6 0.1
H 2.8983 -7.3845 -0.5352 0.3 -0.4 -0.5
H 1.5326 -3.9009 -1.0903 0.3 0.2 0.0
H 2.8634 -3.8555 0.1557 0.1 0.1 -0.2
H 1.6743 -5.1000 0.1871 0.0 -0.1 0.0
C 0.5172 1.0320 -1.1545 -0.4 -1.5 0.6
C 0.1297 -0.4051 -0.7633 0.1 -0.8 -1.7
O -0.4097 -1.1257 -1.6096 0.4 1.0 1.2
C 0.4482 -0.9563 0.5978 0.0 -0.1 0.2
H 0.6237 1.0303 -2.2392 0.1 0.2 0.1
H 1.4315 1.2657 -0.6088 -0.1 0.5 -0.2
H -0.3286 1.6515 -0.8565 0.2 0.4 0.1
H 1.3273 -0.5700 1.1137 0.0 0.4 -0.3
H 0.5733 -2.0383 0.5569 -0.2 0.0 -0.1
H -0.4056 -0.7255 1.2348 0.0 -0.1 0.2
C -1.5323 -4.1020 0.7114 1.5 0.9 -0.8
C -0.7548 -4.5214 1.9448 -1.7 -0.6 -0.4
O 0.4327 -4.5129 2.1152 0.5 0.2 -0.4
C -1.6791 -4.9469 3.0433 -0.1 0.2 0.3
H -2.2104 -4.8507 0.3019 0.0 -0.1 0.4
H -0.8291 -3.7879 -0.0600 0.0 -0.3 -0.3
H -2.0647 -3.1721 0.9111 -0.4 -0.1 0.3
H -2.7317 -4.9747 2.7616 0.1 -0.1 -0.2
H -1.5403 -4.1022 3.7181 -0.1 -0.4 0.8
H -1.3772 -5.9164 3.4398 0.1 0.3 0.4
```
Forces are in eV/Å.

As for the spin multiplicity: 1. Its charge is 0. The HOMO-LUMO gap comes out at 9.5305 eV. The LUMO energy comes out at 0.0145 hartree.

Entry 3:
ORCA calculation (wB97M-V/def2-TZVPD) on a structure of composition C21H39FMnO12V in a non-equilibrium geometry.

XYZ file:
```
75
Properties=species:S:1:pos:R:3:forces:R:3
O 3.1165 -1.6132 -2.6116 -2.9 -2.3 -3.4
V 2.0427 -2.3370 -3.5948 -0.6 2.7 4.1
Mn -1.4245 -3.0176 -3.2200 2.0 3.3 -1.3
F 0.3696 -2.8489 -4.8659 1.1 0.1 2.5
C 0.2629 -1.8954 -0.6880 2.2 -0.1 0.0
O 0.3985 -1.9010 -2.1332 -1.0 -1.9 -1.8
H 1.1017 -1.2868 -0.3503 0.2 -0.3 0.4
H -0.5731 -1.4542 -0.1452 -0.9 0.4 -1.3
H 0.3347 -2.9146 -0.3084 0.4 0.0 0.1
O 0.4707 3.4110 -2.1598 3.4 0.9 1.4
C 1.5448 3.5176 -1.4769 -4.9 0.5 -2.7
O 2.4899 4.4071 -1.5349 0.7 2.3 -1.2
C 2.4604 5.5845 -2.4492 -1.2 0.3 -1.8
C 3.3735 5.4730 -3.6756 0.3 -1.6 1.1
C 1.8896 2.5370 -0.5045 1.6 -2.1 1.1
H 2.5709 6.5561 -1.9676 0.4 -0.7 0.9
H 1.5013 5.6560 -2.9623 -0.6 -0.4 0.8
H 4.4078 5.3143 -3.3707 0.2 0.5 -0.3
H 3.2167 6.2784 -4.3932 0.2 0.1 0.4
H 3.0787 4.5412 -4.1582 0.0 0.0 -0.4
H 1.2366 1.6764 -0.3590 -0.5 0.6 0.1
H 2.2797 2.9893 0.4072 -0.2 -0.3 0.1
H 2.7436 2.1161 -1.0352 0.7 -0.4 0.5
O -3.8791 0.3187 2.4170 0.0 0.6 -0.1
C -3.1227 1.1900 2.0603 -0.1 0.0 1.5
O -2.7039 2.2563 2.8274 0.0 -0.9 -2.4
C -3.2745 2.6502 4.0933 0.3 -1.8 0.5
C -2.9848 1.5084 5.1095 -1.2 0.2 -0.5
C -2.3513 1.1162 0.7496 -0.3 0.9 1.2
H -4.3514 2.7472 3.9553 0.1 0.4 0.2
H -2.7566 3.5871 4.2983 -0.3 -0.1 0.1
H -3.2580 1.7696 6.1319 0.5 0.3 0.0
H -1.9902 1.0768 4.9972 0.1 0.4 0.3
H -3.6882 0.7091 4.8763 0.1 -0.1 -0.1
H -2.2819 2.1578 0.4357 0.5 -0.2 -0.5
H -2.8145 0.4678 0.0060 -0.1 0.0 0.3
H -1.3988 0.7339 1.1166 0.4 0.1 -0.6
O 3.6195 -2.3037 3.4947 0.3 -0.7 -0.1
C 2.8849 -1.4445 3.1133 0.9 0.6 -0.6
O 3.2996 -0.3161 2.5117 -0.1 0.0 -1.2
C 4.6214 -0.3047 1.9273 1.1 0.3 0.3
C 4.7209 -0.8324 0.4821 -1.0 0.1 1.3
C 1.4219 -1.4553 3.3279 0.1 -0.8 0.1
H 5.3049 -0.8678 2.5628 -0.1 0.1 0.1
H 4.9115 0.7458 1.9480 0.0 -0.1 0.1
H 3.9490 -0.2889 -0.0627 0.1 -0.2 -0.5
H 4.5196 -1.9031 0.5150 -0.1 -0.1 -0.3
H 5.7162 -0.6786 0.0652 -0.1 0.2 0.1
H 1.1922 -2.5204 3.3566 -0.4 0.1 0.4
H 0.8317 -0.9831 2.5426 0.1 0.5 0.4
H 1.3755 -1.0369 4.3333 -1.0 0.2 -0.1
O -1.7902 -1.0319 -3.7147 -0.7 -0.7 0.1
C -2.0319 0.2005 -3.7078 -1.3 -0.3 -2.0
O -2.8816 0.7497 -4.5863 0.5 -2.4 0.5
C -3.0138 2.1522 -4.3394 0.0 1.6 -0.1
C -1.7777 2.4448 -3.5494 0.3 3.3 -0.6
C -1.4411 1.2113 -2.8604 0.4 -0.5 1.8
H -3.9615 2.4299 -3.8781 -0.1 -0.9 0.6
H -3.0485 2.8043 -5.2122 0.3 -0.9 -0.7
H -1.9923 3.2846 -2.8886 0.4 -0.1 0.1
H -0.9598 2.7826 -4.1858 -0.1 -0.1 -0.1
H -2.0348 1.2619 -1.9477 0.1 -0.6 0.5
H -0.3955 1.0358 -2.6074 -0.2 0.1 0.0
O -3.5768 -7.6543 1.0479 2.4 1.8 0.4
C -2.6305 -6.7825 1.1746 -0.5 0.6 -2.6
O -2.1718 -6.1389 0.0706 -2.2 -1.5 2.2
C -1.3416 -5.0208 0.4889 2.2 -0.7 -0.4
C -1.3341 -4.9397 1.9926 -0.3 0.9 -0.3
C -1.9407 -6.2900 2.4176 -0.9 0.2 0.6
H -1.6842 -4.0781 0.0621 -0.2 -0.4 -0.4
H -0.3668 -5.3504 0.1294 0.1 0.5 -0.4
H -1.8121 -3.9683 2.1190 -1.2 -0.7 1.3
H -0.3796 -4.6976 2.4602 0.4 -0.8 -0.3
H -2.6587 -6.2551 3.2369 0.1 0.0 0.2
H -1.1809 -7.0382 2.6435 0.1 -0.1 0.1
```
Forces are in eV/Å.

As for the spin multiplicity: 8. Its charge is +3. The HOMO-LUMO gap (spin up / spin down) comes out at 3.4270 / 2.2695 eV. The LUMO energy (spin up / spin down) comes out at -0.4586 / -0.5011 hartree.

Entry 4:
ORCA calculation (wB97M-V/def2-TZVPD) on a cluster of 3 separate species, C21H39FN2O9 in total in a non-equilibrium geometry.

XYZ file:
```
72
Properties=species:S:1:pos:R:3:forces:R:3
C 11.3909 -1.3537 6.0079 -0.3 0.3 -0.1
C 10.6139 -0.2035 5.2200 1.9 2.4 -1.8
O 11.2798 0.6781 4.6286 -2.5 -3.3 2.0
O 9.1960 -0.1467 5.1089 2.1 -0.6 1.8
C 8.5422 -0.4349 6.3744 -1.8 0.2 0.6
C 7.1635 0.4364 6.4110 0.9 0.8 0.7
C 5.9971 -0.2859 7.2382 0.2 -0.8 -0.1
C 4.7326 -0.7384 6.3942 -0.7 0.6 -1.0
C 4.1490 -0.2868 5.1902 1.5 -1.7 3.6
F 4.6209 0.7762 4.4043 -1.8 -2.9 1.6
C 2.8868 -1.2469 4.9953 -0.8 2.2 -3.8
O 2.1127 -1.0110 4.0510 2.2 -2.0 4.0
O 2.8474 -2.3089 5.9614 1.2 2.9 -0.3
C 3.8238 -1.9249 6.9623 0.7 -0.2 2.2
O 3.8774 -2.4366 8.0920 -0.3 1.8 -4.8
H 12.2228 -0.8435 6.6040 -1.3 -0.7 -0.9
H 10.7387 -1.9784 6.7078 0.9 0.9 -1.1
H 11.8978 -2.0210 5.2248 -0.9 1.0 1.1
H 9.1708 -0.1201 7.2878 -0.8 -0.6 -1.5
H 8.2481 -1.5337 6.4719 0.7 1.3 -0.3
H 6.8874 0.7791 5.3620 0.3 -0.7 1.4
H 7.4438 1.3886 7.0050 -0.6 -1.4 -1.1
H 5.7007 0.3527 8.1531 0.2 -1.0 -1.6
H 6.4562 -1.2558 7.6737 -1.0 1.5 -0.6
C -2.2118 -0.2075 -2.4738 -0.3 -0.3 0.2
O -1.9768 -1.3994 -1.7392 0.3 0.3 -0.2
C -0.5867 -1.6816 -1.5668 -0.1 -0.4 0.5
C -0.2108 -1.5905 -0.0882 -0.2 0.4 -0.3
N -0.2528 -0.2046 0.3788 0.0 -0.2 0.0
C -0.1316 -0.0752 1.8333 -0.2 0.2 -0.2
C -1.2806 -0.6350 2.6850 0.3 0.4 0.3
O -2.5100 0.0670 2.5246 0.1 -0.5 -0.1
C -3.3224 -0.4028 1.4594 -0.2 0.4 0.2
H -3.2879 -0.1179 -2.6380 0.1 0.0 0.1
H -1.8742 0.6673 -1.9119 0.1 0.1 -0.1
H -1.7142 -0.2462 -3.4473 0.1 0.1 0.0
H 0.0464 -1.0302 -2.1795 -0.1 0.1 0.1
H -0.4278 -2.7102 -1.9056 0.0 0.0 0.0
H 0.7992 -1.9883 0.0526 0.0 0.0 0.0
H -0.9122 -2.2167 0.4741 0.0 -0.3 -0.1
H -1.1318 0.2138 0.0918 0.1 -0.1 0.0
H -0.0491 0.9964 2.0442 0.0 -0.1 0.1
H 0.8096 -0.5303 2.1549 -0.1 0.0 -0.1
H -0.9982 -0.4984 3.7340 0.0 0.0 -0.1
H -1.4207 -1.7127 2.5502 -0.1 0.0 -0.2
H -3.2064 -1.4769 1.2876 0.1 0.1 -0.1
H -3.1101 0.1555 0.5450 0.0 -0.2 -0.2
H -4.3649 -0.2083 1.7268 0.1 0.0 0.0
C -7.5596 -0.2106 -8.0030 0.3 -0.2 0.1
O -6.1855 0.1233 -8.1247 -0.4 0.2 -0.1
C -5.9766 1.4648 -8.5702 0.6 0.0 0.1
C -5.3029 2.2853 -7.4708 -0.5 -0.3 0.0
N -6.2214 2.5233 -6.3567 0.3 0.1 -0.1
C -5.5713 3.0988 -5.1773 -0.3 -0.3 0.1
C -4.5479 2.2206 -4.4416 -0.1 0.4 0.3
O -5.1183 1.0760 -3.8151 0.3 0.1 -0.4
C -5.2146 -0.0662 -4.6543 -0.2 -0.1 0.4
H -7.6279 -1.2714 -7.7505 0.1 0.1 0.0
H -8.0306 0.3662 -7.2028 -0.2 0.1 -0.1
H -8.0857 -0.0439 -8.9469 -0.1 0.0 0.0
H -6.9056 1.9377 -8.9075 0.0 -0.1 0.2
H -5.3020 1.4116 -9.4302 0.0 0.0 0.0
H -4.9803 3.2462 -7.8841 0.0 0.0 0.1
H -4.4159 1.7347 -7.1388 0.2 0.0 -0.2
H -6.6502 1.6433 -6.0889 0.0 0.1 -0.1
H -6.3708 3.3451 -4.4707 0.1 0.0 0.0
H -5.0978 4.0461 -5.4571 0.0 -0.1 0.0
H -4.1322 2.8249 -3.6284 0.0 0.0 0.0
H -3.6975 1.9423 -5.0732 -0.1 -0.2 -0.1
H -4.4094 -0.1122 -5.3933 -0.1 0.1 0.0
H -6.1883 -0.0931 -5.1480 0.1 -0.1 -0.2
H -5.1468 -0.9528 -4.0174 0.0 0.1 0.0
```
Forces are in eV/Å.

As for the spin multiplicity: 1. Its SMILES is CC(=O)OCCCC1=C(F)C(=O)OC1=O.COCCNCCOC.COCCNCCOC. Its charge is 0. The HOMO-LUMO gap comes out at 7.0144 eV. The LUMO energy comes out at -0.0488 hartree.

no.,total energy (eV)
1,-47038.733
2,-155584.219
3,-106670.743
4,-46528.441